Here is a molecular structure, C20H14N4O7PtS4 from the Open Molecules 2025 dataset. Energies are from wB97M-V/def2-TZVPD.

Each line ends with the Löwdin charge.
Positions of all 50 atoms, in Å:
Pt: 0.998 0.371 0.830  0.8093
O: -0.773 -4.796 1.480  0.0459
C: -0.783 -4.611 2.810  -0.2767
C: -0.886 -5.740 3.631  -0.0353
C: -0.910 -5.604 5.004  -0.1218
C: -0.828 -4.345 5.593  -0.1210
C: -0.724 -3.230 4.777  -0.0460
C: -0.700 -3.335 3.390  -0.0710
C: -0.579 -2.118 2.497  -0.4763
O: -0.496 -2.297 1.265  -0.0635
N: -0.575 -0.961 3.170  0.0431
N: -0.253 0.127 2.423  -0.1717
C: -0.670 1.263 2.908  -0.0880
C: -0.407 2.477 2.141  -0.2602
C: -0.769 3.754 2.550  -0.0347
C: -0.495 4.817 1.702  -0.0798
C: 0.117 4.580 0.480  -0.0483
C: 0.455 3.281 0.134  -0.0884
N: 0.197 2.268 0.961  -0.0552
H: -0.710 -3.872 1.089  0.0716
H: -0.944 -6.710 3.153  0.1045
H: -0.990 -6.490 5.626  0.0877
H: -0.839 -4.236 6.670  0.0827
H: -0.652 -2.237 5.199  0.0981
H: -1.251 1.268 3.821  0.1138
H: -1.245 3.897 3.510  0.1038
H: -0.761 5.825 1.997  0.0969
H: 0.331 5.380 -0.214  0.1042
H: 0.910 3.010 -0.809  0.1015
O: -1.957 3.619 -4.283  -0.3395
S: -0.621 3.102 -4.092  0.5876
O: 0.455 4.058 -4.218  -0.3374
N: -0.501 2.242 -2.739  -0.1387
C: -0.300 0.939 -2.955  -0.8484
S: -0.187 -0.260 -1.824  0.6645
C: -0.187 0.625 -4.442  -0.2278
C: 0.061 -0.593 -5.051  -0.0393
C: 0.131 -0.631 -6.438  -0.0903
C: -0.042 0.526 -7.198  -0.1032
C: -0.286 1.748 -6.583  -0.0539
C: -0.351 1.757 -5.201  -0.2370
H: 0.194 -1.472 -4.434  0.0916
H: 0.328 -1.573 -6.936  0.0919
H: 0.019 0.471 -8.278  0.0889
H: -0.419 2.656 -7.155  0.1101
O: 4.978 -0.034 0.173  -0.4024
S: 3.745 0.324 0.835  0.0999
O: 2.743 0.933 -0.188  -0.5993
O: 3.902 1.155 2.008  -0.4254
S: 2.529 -1.329 1.210  0.2832

**Total charge**: -2
**Energy above the lowest of the compared OMol25 structures with the same formula, charge and spin**: 0.0 kcal/mol
**Max |F|**: 1.15 eV/Å

***

Here is a molecular structure, C49H45F5N2O2P3S5Sc from the Open Molecules 2025 dataset. Energies are from wB97M-V/def2-TZVPD.

Each line ends with the Löwdin charge.
Positions of all 112 atoms, in Å:
Sc: -21.539 -8.226 5.080  0.4406
S: -18.203 -10.304 2.221  0.2142
P: -19.281 -8.644 1.927  0.3962
C: -19.774 -7.828 3.405  -0.6088
P: -18.885 -6.488 4.077  0.4280
S: -19.565 -6.505 5.990  0.2132
C: -19.777 -4.946 3.506  -0.3391
C: -19.722 -3.747 4.244  -0.1091
C: -20.517 -2.685 3.836  -0.1217
C: -21.375 -2.723 2.768  -0.1104
C: -21.447 -3.928 2.043  -0.0836
C: -20.675 -5.027 2.455  -0.1264
C: -17.127 -6.521 3.757  -0.3359
C: -16.534 -7.739 3.553  -0.1135
C: -15.140 -7.815 3.203  -0.0544
C: -14.316 -6.691 3.322  -0.0985
C: -14.896 -5.499 3.790  -0.1244
C: -16.232 -5.425 4.065  -0.0807
C: -20.810 -9.144 1.005  -0.3473
C: -21.598 -8.168 0.423  -0.0922
C: -22.716 -8.571 -0.364  -0.0760
C: -23.051 -9.943 -0.391  -0.1190
C: -22.202 -10.918 0.087  -0.0900
C: -21.074 -10.501 0.795  -0.1054
C: -18.514 -7.725 0.554  -0.3266
C: -18.258 -8.472 -0.579  -0.1215
C: -17.638 -7.945 -1.703  -0.0932
C: -17.280 -6.613 -1.700  -0.1182
C: -17.495 -5.904 -0.553  -0.1305
C: -18.202 -6.349 0.515  -0.0713
H: -19.154 -3.701 5.182  0.0892
H: -20.425 -1.714 4.336  0.0975
H: -21.972 -1.899 2.430  0.0844
H: -22.064 -4.025 1.152  0.0944
H: -20.887 -5.988 2.013  0.0541
H: -17.087 -8.683 3.626  0.0092
H: -14.672 -8.768 2.925  0.1022
H: -13.330 -6.778 2.922  0.0799
H: -14.353 -4.615 4.088  0.0880
H: -16.714 -4.463 4.326  0.1038
H: -21.264 -7.129 0.326  0.0968
H: -23.206 -7.863 -1.052  0.0938
H: -23.967 -10.246 -0.814  0.0730
H: -22.486 -11.914 -0.014  0.0778
H: -20.395 -11.243 1.268  0.0536
H: -18.511 -9.565 -0.514  0.0981
H: -17.423 -8.595 -2.523  0.0874
H: -16.849 -6.120 -2.579  0.0984
H: -17.131 -4.865 -0.549  0.1067
H: -18.361 -5.651 1.330  0.0860
C: -23.961 -6.241 3.768  -0.1783
N: -23.501 -7.611 3.995  -0.0574
C: -23.995 -8.535 3.218  -0.1084
C: -23.509 -9.855 3.482  -0.2979
C: -24.068 -11.154 3.272  -0.0737
C: -23.307 -12.077 3.997  -0.0858
C: -22.339 -11.288 4.710  -0.1651
N: -22.450 -10.004 4.398  -0.0793
C: -25.455 -6.006 3.867  -0.1804
C: -25.941 -4.663 3.731  -0.0486
C: -27.279 -4.413 3.854  -0.1199
C: -28.193 -5.415 4.266  -0.0910
C: -27.712 -6.737 4.277  -0.1019
C: -26.369 -7.032 4.137  -0.0641
H: -23.642 -5.976 2.730  0.1247
H: -23.480 -5.515 4.439  0.1099
H: -24.895 -8.381 2.551  0.1492
H: -24.838 -11.357 2.519  0.0927
H: -23.255 -13.153 3.902  0.0729
H: -21.576 -11.559 5.422  0.0343
H: -25.194 -3.856 3.394  0.1381
H: -27.710 -3.420 3.663  0.0959
H: -29.252 -5.153 4.461  0.1007
H: -28.437 -7.533 4.402  0.1003
H: -26.032 -8.057 4.417  0.1226
C: -18.300 -9.327 9.438  -0.0978
C: -18.476 -10.800 9.543  -0.4475
C: -17.282 -11.608 9.082  -0.0435
O: -19.651 -11.437 8.920  -0.3653
P: -20.864 -10.673 8.200  -0.1093
S: -21.845 -9.558 9.485  0.2380
S: -20.107 -9.827 6.536  0.3541
O: -21.630 -11.981 7.732  -0.3430
C: -22.202 -13.015 8.598  -0.3981
C: -23.691 -12.569 8.841  -0.0558
C: -21.410 -13.335 9.865  -0.0696
H: -17.332 -9.038 9.782  0.0729
H: -18.958 -8.812 10.096  0.0517
H: -18.478 -9.044 8.444  0.0143
H: -18.756 -10.936 10.610  0.1392
H: -17.430 -11.860 8.014  0.0943
H: -17.297 -12.519 9.584  0.0400
H: -16.293 -11.057 9.155  0.0980
H: -22.223 -13.862 7.921  0.1264
H: -23.732 -11.575 9.320  0.0346
H: -24.138 -13.330 9.462  0.0552
H: -24.313 -12.514 7.964  0.0651
H: -21.455 -12.441 10.539  0.0783
H: -20.366 -13.520 9.650  0.0656
H: -21.915 -14.208 10.279  0.0728
F: -28.162 -6.045 7.643  0.0950
C: -26.842 -6.246 7.621  -0.1618
C: -25.896 -5.221 7.910  -0.0980
F: -26.346 -3.919 8.037  0.0397
C: -24.541 -5.354 7.592  -0.2370
F: -23.872 -4.263 7.155  0.0565
C: -24.017 -6.614 7.237  -0.5657
S: -22.330 -6.746 7.007  0.5872
C: -24.955 -7.628 7.175  -0.2176
F: -24.533 -8.905 6.897  0.0471
C: -26.331 -7.485 7.280  -0.1580
F: -27.228 -8.457 6.958  0.0834

**Total charge**: -2
**Energy above the lowest of the compared OMol25 structures with the same formula, charge and spin**: 90.0 kcal/mol
**Max |F|**: 4.21 eV/Å

***

Here is a molecular structure, C21H25IrN12O3 from the Open Molecules 2025 dataset. Energies are from wB97M-V/def2-TZVPD.

Each line ends with the Löwdin charge.
Positions of all 62 atoms, in Å:
Ir: -0.391 0.296 -0.254  1.4507
O: 3.793 0.764 3.333  0.0955
C: 2.707 0.619 4.100  -0.2436
C: 2.918 0.574 5.478  0.0126
C: 1.863 0.434 6.348  -0.0265
C: 0.546 0.358 5.871  -0.0611
C: 0.319 0.403 4.526  -0.0171
C: 1.387 0.511 3.603  -0.0813
C: 1.073 0.489 2.195  -0.3791
O: -0.161 0.316 1.823  -0.1687
N: 2.060 0.636 1.312  0.0830
N: 1.616 0.613 0.057  -0.1556
C: 2.393 0.679 -0.956  -0.0160
C: 1.760 0.624 -2.257  -0.2378
C: 2.463 0.697 -3.445  0.0333
C: 1.787 0.591 -4.650  0.0113
C: 0.412 0.403 -4.639  -0.0014
C: -0.236 0.348 -3.421  -0.0866
N: 0.418 0.472 -2.257  -0.0432
H: 3.534 0.761 2.397  0.0710
H: 3.938 0.654 5.827  0.1328
H: 2.049 0.383 7.413  0.1225
H: -0.279 0.263 6.562  0.1140
H: -0.688 0.337 4.140  0.1103
H: 3.467 0.741 -0.825  0.1572
H: 3.538 0.819 -3.410  0.1379
H: 2.321 0.651 -5.589  0.1358
H: -0.152 0.297 -5.555  0.1309
H: -1.305 0.196 -3.368  0.1086
N: 0.603 5.318 0.997  0.1828
N: 0.130 4.285 0.269  -0.2410
N: -0.365 4.463 -0.942  0.1791
C: -0.770 3.246 -1.247  -0.1549
N: -0.519 2.391 -0.246  -0.1475
N: 0.070 3.085 0.727  0.1359
H: 0.790 6.139 0.441  0.1313
H: 1.259 5.058 1.717  0.1301
H: -1.232 2.992 -2.186  0.1256
O: 0.095 -2.668 -0.602  0.2399
C: -0.115 -1.582 -0.407  -0.2063
C: -2.807 -1.249 0.780  -0.1690
N: -4.212 -1.405 0.995  -0.0756
C: -4.733 -0.283 1.784  -0.1202
N: -4.496 0.973 1.060  -0.0764
C: -3.092 1.164 0.846  -0.1678
N: -2.504 0.033 0.020  -0.2163
C: -3.279 -0.032 -1.274  -0.1806
N: -4.679 -0.204 -1.030  -0.0794
C: -4.910 -1.454 -0.295  -0.1235
C: -5.192 0.916 -0.231  -0.1278
H: -2.439 -2.098 0.202  0.1166
H: -2.281 -1.207 1.736  0.1332
H: -4.235 -0.251 2.753  0.1390
H: -5.802 -0.415 1.934  0.1405
H: -2.563 1.190 1.800  0.1262
H: -2.931 2.104 0.320  0.1127
H: -2.902 -0.873 -1.861  0.1270
H: -3.117 0.901 -1.821  0.1208
H: -4.544 -2.300 -0.878  0.1384
H: -5.978 -1.579 -0.127  0.1410
H: -6.257 0.775 -0.062  0.1406
H: -5.041 1.852 -0.770  0.1362

**Total charge**: +2
**Energy above the lowest of the compared OMol25 structures with the same formula, charge and spin**: 0.0 kcal/mol
**Max |F|**: 2.92 eV/Å

***

Here is a molecular structure, C3H6N4O from the Open Molecules 2025 dataset. Energies are from wB97M-V/def2-TZVPD.

Each line ends with the Löwdin charge.
Positions of all 14 atoms, in Å:
C: 0.211 0.526 -0.106  -0.3699
C: 1.329 -0.180 -0.092  -0.4493
C: -0.059 -1.810 0.093  -0.1277
H: 0.584 2.434 1.169  0.2683
H: -1.297 2.067 -0.475  0.1922
H: 3.230 -0.486 0.104  0.1756
H: -0.653 -2.814 0.093  0.1547
H: -2.026 0.573 0.583  0.1035
H: -2.353 -0.004 -1.015  0.1109
N: -0.099 1.886 -0.049  -0.0141
N: 1.286 -1.542 -0.033  0.0945
N: -0.673 -0.630 -0.090  -0.1772
N: -2.078 -0.354 -0.028  0.0417
O: 2.598 0.335 -0.154  -0.0030

**Total charge**: 0
**Energy above the lowest of the compared OMol25 structures with the same formula, charge and spin**: 150.6 kcal/mol
**Max |F|**: 5.58 eV/Å

***

Q: Which value of total charge does entry 3 give?
A: +2

***

Q: What is the formula in the third record?
A: C21H25IrN12O3